(1)
Formula: CH3FN2O
Source: the OMol25 dataset
Level of theory: wB97M-V/def2-TZVPD

The HOMO-LUMO gap comes out at 0.40799 Eh. As for the SMILES: NC(=O)NF. Its multiplicity is 1. As for the relative energy (zero: lowest compared OMol25 entry of this formula, charge and spin): 158.6 kJ/mol. For the HOMO energy, the calculation gives -10.4 eV. The LUMO energy is 0.67 eV.

Positions of all 8 atoms, in Å:
1 C -1.07 0.66 -0.12
2 N 0.36 0.62 -0.14
3 N -1.63 -0.58 0.11
4 O -1.64 1.73 0.03
5 F -2.98 -0.64 -0.06
6 H 0.67 -0.18 0.30
7 H 0.97 1.26 0.30
8 H -1.22 -1.39 -0.30

(2)
Formula: C6H13NO4Sn
Source: the OMol25 dataset
Level of theory: wB97M-V/def2-TZVPD

The HOMO-LUMO gap comes out at 0.22047 Eh. Its multiplicity is 1. Its net charge is +2. For the HOMO energy, the calculation gives -17.2 eV. The LUMO energy is -11.19 eV.

Positions of all 25 atoms, in Å:
1 Sn -34.61 -27.97 18.79
2 C -33.89 -31.18 20.97
3 O -35.14 -31.33 21.62
4 C -35.98 -30.34 21.82
5 O -36.07 -29.42 21.00
6 O -36.70 -30.56 22.89
7 C -37.75 -29.59 23.15
8 H -33.09 -30.89 21.64
9 H -33.92 -30.45 20.15
10 H -33.68 -32.14 20.50
11 H -37.33 -28.60 23.29
12 H -38.19 -29.97 24.07
13 H -38.47 -29.53 22.34
14 C -30.04 -27.10 20.54
15 C -31.43 -27.39 21.14
16 O -32.40 -27.30 20.36
17 N -31.59 -27.64 22.45
18 C -32.87 -27.88 23.12
19 H -29.22 -27.80 20.71
20 H -29.75 -26.15 21.00
21 H -30.15 -27.02 19.47
22 H -30.74 -27.59 22.98
23 H -33.42 -26.96 23.29
24 H -32.69 -28.17 24.15
25 H -33.45 -28.67 22.65

(3)
Formula: C3H5NS2
Source: the OMol25 dataset
Level of theory: wB97M-V/def2-TZVPD

The HOMO-LUMO gap (alpha / beta) comes out at 0.25806 / 0.27813 Eh. Its multiplicity is 1. As for the relative energy (zero: lowest compared OMol25 entry of this formula, charge and spin): 406.9 kJ/mol. For the HOMO energy (alpha / beta), the calculation gives -8.0 / -7.9 eV. The LUMO energy (alpha / beta) is -0.97 / -0.30 eV.

Positions of all 11 atoms, in Å:
1 C -0.51 -1.47 1.11
2 C -0.95 -1.43 -0.32
3 C 0.31 1.44 -0.07
4 N -0.37 -0.49 1.87
5 S -2.22 -0.27 -0.52
6 S -1.39 1.34 0.63
7 H -0.51 -2.49 1.43
8 H -0.72 -2.05 -1.15
9 H 0.48 2.44 -0.55
10 H 0.52 0.48 -0.73
11 H 0.86 1.46 0.84

(4)
Formula: C48H39BrF5N3O2P2TeTl
Source: the OMol25 dataset
Level of theory: wB97M-V/def2-TZVPD

The HOMO-LUMO gap comes out at 0.23113 Eh. Its multiplicity is 1. Its net charge is -1. As for the relative energy (zero: lowest compared OMol25 entry of this formula, charge and spin): 0.0 kJ/mol. For the HOMO energy, the calculation gives -4.5 eV. The LUMO energy is 1.81 eV.

Positions of all 102 atoms, in Å:
1 Tl -0.75 -0.13 1.80
2 Br 2.89 2.93 7.88
3 C 2.41 2.09 6.27
4 C 2.93 0.83 5.94
5 C 2.63 0.28 4.75
6 C 1.75 0.91 3.79
7 O 1.50 0.34 2.68
8 C 1.18 2.22 4.20
9 C 0.20 2.92 3.40
10 N -0.49 2.41 2.39
11 C -1.53 3.16 1.86
12 C -2.30 4.12 2.54
13 C -3.30 4.85 1.90
14 C -3.63 4.58 0.58
15 C -2.94 3.60 -0.17
16 C -3.27 3.25 -1.52
17 C -2.56 2.24 -2.15
18 C -1.53 1.61 -1.43
19 N -1.22 1.88 -0.17
20 C -1.90 2.85 0.48
21 C 1.53 2.77 5.44
22 H 3.57 0.35 6.67
23 H 3.02 -0.70 4.51
24 H 0.04 3.98 3.64
25 H -2.07 4.31 3.59
26 H -3.81 5.64 2.45
27 H -4.43 5.16 0.10
28 H -4.06 3.77 -2.06
29 H -2.78 1.92 -3.15
30 H -0.90 0.89 -1.94
31 H 1.10 3.71 5.80
32 C -0.64 -2.12 -2.71
33 N 0.51 -1.30 -3.08
34 C 1.70 -1.28 -2.21
35 P 1.56 0.06 -0.81
36 C 2.30 1.47 -1.70
37 C 1.72 2.73 -1.66
38 C 2.34 3.79 -2.31
39 C 3.56 3.60 -2.94
40 C 4.17 2.36 -2.90
41 C 3.57 1.31 -2.23
42 C 2.98 -0.40 0.22
43 C 3.36 -1.71 0.46
44 C 4.51 -1.96 1.17
45 C 5.28 -0.91 1.67
46 C 4.87 0.40 1.50
47 C 3.72 0.65 0.78
48 C 0.66 -0.90 -4.42
49 C 1.61 0.10 -4.79
50 C 1.83 0.46 -6.11
51 C 1.06 -0.14 -7.12
52 C 0.11 -1.10 -6.79
53 C -0.10 -1.48 -5.47
54 P -1.07 -1.90 -0.88
55 C -0.64 -3.49 -0.10
56 C 0.24 -4.43 -0.61
57 C 0.48 -5.59 0.13
58 C -0.19 -5.83 1.31
59 C -1.08 -4.89 1.81
60 C -1.32 -3.74 1.10
61 C -2.87 -1.96 -0.90
62 C -3.61 -0.88 -0.44
63 C -4.99 -0.98 -0.35
64 C -5.62 -2.16 -0.69
65 C -4.88 -3.24 -1.16
66 C -3.50 -3.13 -1.26
67 H -0.51 -3.21 -2.98
68 H -1.52 -1.80 -3.29
69 H 2.56 -1.05 -2.85
70 H 1.90 -2.28 -1.77
71 H 0.79 2.87 -1.11
72 H 1.86 4.78 -2.32
73 H 4.04 4.42 -3.48
74 H 5.12 2.21 -3.39
75 H 4.10 0.37 -2.14
76 H 2.77 -2.56 0.09
77 H 4.83 -2.98 1.32
78 H 6.16 -1.16 2.25
79 H 5.44 1.21 1.94
80 H 3.34 1.66 0.66
81 H 2.22 0.56 -4.03
82 H 2.63 1.16 -6.36
83 H 1.20 0.14 -8.15
84 H -0.52 -1.54 -7.56
85 H -0.82 -2.26 -5.26
86 H 0.73 -4.30 -1.56
87 H 1.19 -6.33 -0.25
88 H -0.02 -6.75 1.85
89 H -1.59 -5.04 2.76
90 H -2.06 -3.01 1.45
91 H -3.08 0.00 -0.08
92 H -5.57 -0.14 0.04
93 H -6.69 -2.26 -0.63
94 H -5.36 -4.17 -1.43
95 H -2.89 -3.97 -1.58
96 F -4.90 -1.67 4.85
97 Te -3.36 -0.70 4.39
98 F -2.26 -2.20 4.71
99 F -1.75 0.40 4.23
100 F -4.37 0.87 4.33
101 F -3.16 -0.38 6.20
102 O -3.37 -1.03 2.57

(5)
Formula: C4H5O3S
Source: the OMol25 dataset
Level of theory: wB97M-V/def2-TZVPD

The HOMO-LUMO gap comes out at 0.28435 Eh. Its multiplicity is 1. Its net charge is -1. As for the relative energy (zero: lowest compared OMol25 entry of this formula, charge and spin): 408.5 kJ/mol. For the HOMO energy, the calculation gives -4.2 eV. The LUMO energy is 3.58 eV.

Positions of all 13 atoms, in Å:
1 C -2.42 -0.48 0.05
2 C 0.48 0.70 1.03
3 C -1.98 -0.09 1.25
4 C -0.56 0.09 1.26
5 O 2.80 0.54 0.18
6 O 3.73 -0.37 -1.98
7 O 1.17 -0.51 -1.34
8 S 2.66 0.44 -1.26
9 H -3.58 -0.55 -0.08
10 H -1.67 -0.78 -0.74
11 H 1.56 0.93 0.77
12 H 0.45 0.00 -1.21
13 H -2.64 0.07 2.08

(6)
Formula: C30H43BrN2P2Pd
Source: the OMol25 dataset
Level of theory: wB97M-V/def2-TZVPD

The HOMO-LUMO gap (alpha / beta) comes out at 0.23762 / 0.16627 Eh. Its multiplicity is 5. Its net charge is +4. As for the relative energy (zero: lowest compared OMol25 entry of this formula, charge and spin): 260.2 kJ/mol. The expectation value of S² is 6.0979. For the HOMO energy (alpha / beta), the calculation gives -19.4 / -19.4 eV. The LUMO energy (alpha / beta) is -12.96 / -14.90 eV.

Positions of all 79 atoms, in Å:
1 C -3.94 -2.25 4.18
2 C -4.28 -2.32 2.81
3 C -5.35 -1.52 2.33
4 C -5.74 -0.45 3.15
5 N -5.23 -0.24 4.36
6 C -4.39 -1.14 4.89
7 C -3.40 -2.97 1.90
8 C -2.58 -3.07 0.98
9 C -1.45 -3.29 0.19
10 C -0.18 -3.33 0.83
11 C 0.90 -2.80 0.12
12 C 0.47 -2.11 -1.00
13 C -0.51 -2.57 -1.87
14 C -1.56 -3.21 -1.22
15 Pd 1.00 -0.27 -1.36
16 P -0.07 0.81 0.40
17 H -5.73 -1.65 1.32
18 H -3.21 -2.95 4.58
19 H -6.45 0.29 2.77
20 H -4.02 -0.96 5.90
21 H -2.47 -3.50 -1.73
22 H -0.10 -3.65 1.88
23 H -0.51 -2.31 -2.91
24 H 1.94 -2.84 0.43
25 C 0.71 2.48 0.42
26 C 0.03 3.62 1.19
27 H 0.87 2.78 -0.62
28 H 1.71 2.30 0.83
29 H 0.66 4.52 1.10
30 H -0.96 3.88 0.79
31 H -0.06 3.39 2.26
32 C -1.91 0.95 0.34
33 C -2.68 1.34 1.60
34 H -2.25 -0.03 -0.01
35 H -2.13 1.68 -0.46
36 H -3.74 1.47 1.35
37 H -2.64 0.56 2.37
38 H -2.33 2.29 2.05
39 C 0.27 -0.02 1.99
40 C 0.38 0.85 3.24
41 H 1.21 -0.56 1.84
42 H -0.52 -0.77 2.11
43 H 0.64 0.21 4.10
44 H 1.16 1.62 3.16
45 H -0.57 1.35 3.49
46 Br 2.79 -0.37 -3.14
47 P -0.35 1.26 -3.16
48 C -1.25 2.80 -2.65
49 C -1.45 3.91 -3.69
50 H -0.69 3.21 -1.79
51 H -2.22 2.49 -2.26
52 H -1.97 4.74 -3.21
53 H -0.49 4.29 -4.07
54 H -2.07 3.58 -4.53
55 C 0.76 1.71 -4.56
56 C 0.27 1.38 -5.96
57 H 1.69 1.14 -4.36
58 H 1.03 2.77 -4.47
59 H 1.09 1.52 -6.68
60 H -0.05 0.34 -6.05
61 H -0.56 2.02 -6.28
62 C -1.63 0.11 -3.79
63 C -2.81 0.73 -4.53
64 H -1.97 -0.45 -2.91
65 H -1.10 -0.61 -4.43
66 H -3.56 -0.05 -4.71
67 H -3.30 1.53 -3.96
68 H -2.52 1.14 -5.51
69 C 5.80 0.38 1.05
70 C 5.00 -0.60 1.65
71 C 3.65 -0.69 1.28
72 N 3.11 0.11 0.36
73 C 3.90 0.96 -0.30
74 C 5.24 1.17 0.05
75 H 6.83 0.51 1.37
76 H 5.36 -1.29 2.40
77 H 3.01 -1.46 1.73
78 H 3.47 1.42 -1.19
79 H 5.78 1.94 -0.48

(7)
Formula: C12H14NO2
Source: the OMol25 dataset
Level of theory: wB97M-V/def2-TZVPD

The HOMO-LUMO gap comes out at 0.28951 Eh. As for the SMILES: CCOc1cccc(-c2[nH+]c(C)co2)c1. Its multiplicity is 1. Its net charge is +1. As for the relative energy (zero: lowest compared OMol25 entry of this formula, charge and spin): 75.9 kJ/mol. For the HOMO energy, the calculation gives -11.9 eV. The LUMO energy is -4.01 eV.

Positions of all 29 atoms, in Å:
1 C -0.90 -0.89 -1.87
2 C 0.42 -0.69 -1.56
3 C -1.94 -0.08 -1.34
4 C -0.31 0.80 0.21
5 C 0.67 0.24 -0.54
6 C -1.66 0.51 -0.04
7 C 3.43 1.43 1.20
8 C 1.97 0.49 -0.09
9 C 4.14 0.27 0.38
10 C 5.49 -0.29 0.27
11 C -4.14 -0.41 2.18
12 C -3.79 0.06 0.71
13 N 3.10 -0.20 -0.36
14 O 2.18 1.33 0.85
15 O -2.64 0.92 0.78
16 H -1.09 -1.41 -2.85
17 H 1.31 -0.97 -2.08
18 H -2.98 -0.23 -1.63
19 H -0.09 1.28 1.22
20 H 3.82 2.19 1.81
21 H 5.98 0.15 -0.66
22 H 5.40 -1.44 0.14
23 H 6.12 0.02 1.12
24 H -5.26 -0.28 2.32
25 H -3.87 -1.48 2.12
26 H -3.52 0.11 2.92
27 H -4.58 0.56 0.21
28 H -3.62 -0.91 0.27
29 H 3.26 -0.82 -1.07

(8)
Formula: C23H48Br3Cl4CsFMgNO10
Source: the OMol25 dataset
Level of theory: wB97M-V/def2-TZVPD

The HOMO-LUMO gap comes out at 0.17302 Eh. Its multiplicity is 1. For the HOMO energy, the calculation gives -6.7 eV. The LUMO energy is -1.99 eV.

Positions of all 92 atoms, in Å:
1 C -1.02 2.73 1.67
2 C -0.14 3.24 0.52
3 O 1.16 3.49 1.05
4 C 2.00 2.40 0.79
5 C 3.32 2.49 1.57
6 O 3.60 3.71 2.20
7 C 3.96 3.41 3.50
8 O 3.91 4.20 4.38
9 O 4.31 2.12 3.54
10 C 3.30 1.51 2.77
11 C 3.43 0.05 2.30
12 C 2.82 -0.89 3.40
13 C 2.66 -2.46 3.06
14 C 1.94 -2.79 1.66
15 N 0.50 -3.24 1.77
16 H -0.38 2.26 2.40
17 H -1.52 3.55 2.17
18 H -1.73 1.98 1.33
19 H -0.10 2.45 -0.23
20 H -0.55 4.13 0.05
21 H 2.23 2.33 -0.28
22 H 1.47 1.50 1.14
23 H 4.09 2.12 0.89
24 H 2.34 1.72 3.26
25 H 2.87 0.05 1.32
26 H 4.54 -0.13 2.11
27 H 3.52 -0.84 4.24
28 H 1.87 -0.52 3.78
29 H 2.00 -2.88 3.81
30 H 3.60 -3.05 3.14
31 H 2.02 -1.95 0.88
32 H 2.51 -3.69 1.21
33 H -0.11 -2.44 1.56
34 H 0.34 -3.83 0.96
35 C 0.05 0.62 5.60
36 O 0.09 0.46 4.22
37 H 0.08 1.68 5.92
38 H -0.86 0.24 6.11
39 H 0.87 0.17 6.16
40 C 0.44 -2.94 7.42
41 Br 0.31 -4.09 8.96
42 Br 2.05 -1.89 7.46
43 Br 0.33 -3.98 5.79
44 H -0.40 -2.27 7.45
45 C 2.64 -5.70 -1.33
46 Cl 0.95 -5.20 -1.13
47 Cl 2.75 -6.87 -2.64
48 Cl 3.62 -4.27 -1.73
49 Cl 3.22 -6.41 0.17
50 O -2.02 -3.11 -0.66
51 C -2.33 -2.76 -1.78
52 O -3.52 -3.08 -2.26
53 C -4.02 -2.61 -3.52
54 C -3.48 -3.41 -4.69
55 C -1.32 -2.03 -2.63
56 H -3.83 -1.54 -3.63
57 H -5.10 -2.72 -3.47
58 H -2.40 -3.35 -4.76
59 H -3.91 -3.06 -5.62
60 H -3.73 -4.46 -4.56
61 H -0.60 -2.75 -3.02
62 H -0.81 -1.32 -1.99
63 H -1.74 -1.46 -3.46
64 Cs 3.43 -1.67 0.32
65 C -1.09 7.94 2.72
66 C -0.63 7.02 1.60
67 C 0.64 7.54 0.94
68 O -1.66 6.87 0.62
69 H -1.33 8.93 2.32
70 H -2.00 7.55 3.18
71 H -0.33 8.05 3.49
72 H -0.44 6.02 2.01
73 H 0.45 8.52 0.49
74 H 0.95 6.87 0.14
75 H 1.45 7.64 1.65
76 H -1.84 7.74 0.26
77 F 5.99 0.41 3.76
78 Mg -0.16 -2.04 3.58
79 C -2.67 -2.47 -9.75
80 C -4.04 -2.15 -9.15
81 C -4.67 -0.95 -9.83
82 O -3.91 -1.91 -7.75
83 H -1.99 -1.63 -9.61
84 H -2.23 -3.33 -9.25
85 H -2.75 -2.68 -10.81
86 H -4.69 -3.02 -9.26
87 H -4.05 -0.06 -9.69
88 H -5.64 -0.73 -9.39
89 H -4.80 -1.12 -10.90
90 H -3.34 -1.15 -7.64
91 O -0.49 -5.25 3.25
92 H -0.24 -5.59 2.39

Number 1: maximum force 0.092 hartree/bohr. Number 2: maximum force 0.059 hartree/bohr. Number 3: maximum force 0.056 hartree/bohr. Number 4: maximum force 0.065 hartree/bohr. Number 5: maximum force 0.117 hartree/bohr. Number 6: maximum force 0.085 hartree/bohr. Number 7: maximum force 0.164 hartree/bohr. Number 8: maximum force 0.360 hartree/bohr.